DFT (ωB97M-V/def2-TZVPD) results for a structure of composition C42H44IrN3O6S2.

Cartesian coordinates (Å):
1 C 6.68888 -0.82079 -0.93661
2 H -5.16154 2.77338 -1.16885
3 C -0.12226 -4.05625 -0.54730
4 H 4.58838 2.20060 2.55502
5 C -4.70592 3.07983 2.17668
6 C -0.88351 0.05180 4.13213
7 H 8.18865 2.18921 -0.47437
8 H -1.01036 -3.51929 -0.25353
9 H -0.74717 -0.30093 5.15218
10 C 2.42317 0.44468 -2.91445
11 C 3.79005 1.70389 2.03196
12 C -3.84805 -1.45911 -3.50540
13 H 1.91499 2.15100 3.05643
14 C 2.83974 0.44071 0.51212
15 N 1.85580 0.86339 1.30706
16 H -2.34656 2.21912 0.73246
17 H -1.43457 3.76655 2.67899
18 C -3.31468 1.77059 0.51904
19 C 8.90552 -0.08917 -1.66675
20 H 6.89101 -1.79065 -1.36966
21 H -1.41733 1.33373 -2.89130
22 H -0.57797 3.32882 1.17708
23 C -4.48000 2.66257 0.86644
24 H -3.69538 -1.67300 -4.55504
25 C -4.71915 -0.44658 -3.12416
26 H 3.24575 -3.94391 -0.12247
27 C 2.29121 -1.78392 -3.80138
28 H -3.33099 1.45450 -0.52471
29 C -4.94720 -0.20080 -1.77689
30 C -4.29620 -0.95699 -0.80485
31 H -1.37015 2.95611 -2.09628
32 H 0.51249 -2.90057 -3.34915
33 C 6.22278 1.67841 0.21101
34 H -5.50080 -0.16343 0.80792
35 H 2.73404 -2.58791 -4.37447
36 H 1.08509 -1.63971 4.73462
37 C 0.94229 -5.91957 -1.62744
38 C -0.58300 3.23414 2.25861
39 H -4.05559 2.74634 2.97956
40 H 1.78936 -0.03409 4.36302
41 S -3.37782 0.29608 1.55168
42 H 0.86584 -6.83557 -2.19835
43 C 1.29945 -2.34302 0.61923
44 C 2.98371 -0.58833 -3.65008
45 N 9.89378 -0.31464 -2.20462
46 C 1.03472 -1.96044 -3.22900
47 C 5.26927 0.67607 0.25909
48 H -1.18103 -5.60529 -1.58332
49 H -1.86149 -0.24902 3.77305
50 S 0.47774 1.62094 -1.49881
51 H 6.03387 2.65703 0.63223
52 H -7.45614 4.98506 1.68200
53 C 7.42841 1.42238 -0.42113
54 H -5.94922 4.23257 3.48695
55 C -0.21460 -5.22261 -1.28305
56 C 2.28669 -4.30234 -0.47205
57 C 1.15760 0.25212 -2.36397
58 C 1.34578 -0.93663 3.94764
59 C -3.42728 -1.96950 -1.19197
60 C -6.62095 4.33742 1.45275
61 H 2.72505 -0.16905 -0.36362
62 H 1.99695 -1.39438 3.21364
63 C 7.65942 0.17704 -0.99997
64 H 3.08154 -6.02022 -1.47241
65 C -0.79727 2.18330 -2.60595
66 Ir -0.05758 0.18060 1.35844
67 H -1.45334 2.09851 4.50784
68 H -4.62199 -1.63945 1.22950
69 C -5.33438 3.08711 -0.14601
70 C -5.77363 3.91410 2.46834
71 O -0.47324 1.03461 -0.36660
72 H -2.56745 -3.04488 -2.83263
73 C 1.12875 -3.58840 -0.14512
74 H -5.66541 0.55481 -1.48064
75 O 0.19635 -1.53665 0.57476
76 O 0.08833 -0.60158 3.25863
77 C 0.44543 -0.93353 -2.51032
78 H -5.24945 0.12524 -3.87399
79 C 2.19141 -5.46026 -1.22017
80 C -4.57241 -0.71984 0.64462
81 H 2.95418 1.38154 -2.78598
82 C 5.48670 -0.57547 -0.29745
83 O 2.29821 -2.03112 1.22421
84 N 4.00790 0.92753 0.91061
85 H -7.05595 4.26118 -0.64567
86 H 0.34534 3.62226 2.67416
87 C 2.46339 1.65481 2.27779
88 H -0.28730 2.60705 -3.47241
89 H -2.95896 -2.57905 -0.43206
90 H 4.75093 -1.36407 -0.19741
91 H -0.53058 -1.05795 -2.05685
92 H 0.29748 1.85631 4.38305
93 O -2.01089 -0.46719 1.43278
94 H 3.95774 -0.45927 -4.10221
95 C -3.21041 -2.22463 -2.53737
96 C -0.67163 1.53656 3.99455
97 O -0.73309 1.82161 2.56994
98 C -6.39930 3.92785 0.14643

Output
Total charge: +3
Energy relative to the best compared isomer or geometry (same formula, charge and spin): 0.00 kJ/mol
2S+1: 2
Kohn-Sham gap (alpha / beta): 7.358 / 4.592 eV